1.
A structure of composition C21H34AsIN2O5PdSi3, computed with wB97M-V/def2-TZVPD.

Cartesian coordinates (Å):
I (3.85, 0.59, -0.54)
Pd (1.65, -0.17, 0.69)
As (0.04, 0.28, -1.10)
Si (-1.74, -1.26, -1.33)
Si (1.05, -0.12, -3.20)
Si (-0.93, 2.42, -1.31)
O (-0.61, -3.54, 2.43)
O (0.37, 3.28, 3.64)
O (0.25, -2.28, 0.77)
O (-2.59, -0.20, 5.52)
O (0.83, 2.60, 1.54)
N (0.07, -0.04, 2.36)
N (3.15, -2.08, 1.88)
C (-2.93, -0.71, -2.70)
C (0.37, 2.47, 2.69)
C (-2.89, -1.31, 0.15)
C (-0.49, -1.20, 2.74)
C (-2.09, 2.81, 0.11)
C (-0.21, 1.08, 3.05)
C (-1.69, -0.14, 4.49)
C (-1.20, -2.98, -1.82)
C (2.06, -1.68, -2.94)
C (-0.24, -2.47, 1.91)
C (2.80, -0.81, 2.11)
C (-1.38, -1.29, 3.80)
C (4.04, -2.25, 4.09)
C (3.10, -0.18, 3.32)
C (-1.09, 1.05, 4.12)
C (-0.03, -0.48, -4.72)
C (0.41, 3.70, -1.46)
C (3.72, -0.92, 4.32)
C (-1.98, 2.67, -2.88)
C (3.73, -2.79, 2.85)
C (2.05, 1.37, -3.77)
H (-0.44, -3.34, -1.13)
H (1.62, -2.52, -3.48)
H (1.41, 2.03, -4.36)
H (2.45, 1.92, -2.92)
H (3.97, -3.82, 2.61)
H (1.18, 3.53, -0.70)
H (2.84, 0.85, 3.47)
H (-2.07, -3.65, -1.80)
H (-0.75, 0.33, -4.91)
H (0.87, 3.67, -2.45)
H (-1.52, 2.20, -3.75)
H (-2.88, 3.50, -0.21)
H (-1.54, 3.27, 0.93)
H (4.51, -2.86, 4.85)
H (-2.57, 1.90, 0.50)
H (-0.79, -2.98, -2.84)
H (-2.44, -0.58, -3.66)
H (2.08, -1.92, -1.88)
H (-3.78, -1.91, -0.10)
H (-1.28, 1.98, 4.65)
H (0.64, -0.55, -5.58)
H (-2.05, 3.75, -3.07)
H (-0.01, 4.70, -1.30)
H (-3.41, 0.24, -2.44)
H (-1.80, -2.25, 4.06)
H (-2.70, 0.69, 5.86)
H (3.10, -1.55, -3.25)
H (-2.99, 2.27, -2.78)
H (-0.59, -1.41, -4.63)
H (2.89, 1.04, -4.39)
H (-3.72, -1.46, -2.82)
H (-2.43, -1.75, 1.04)
H (3.94, -0.46, 5.27)
H (-3.23, -0.30, 0.41)

Computed properties:
charge: -2
energy relative to the best compared isomer or geometry (same formula, charge and spin): 0.0 kJ/mol
frontier orbital gap: 6.51 eV
calculated total energy: -131605.774 eV
HOMO level: -1.982 eV
LUMO level: 4.53 eV
strongest force on any atom: 1.10 eV Å⁻¹


2.
A structure of composition C23H26BrN5O10P2Rb, computed with wB97M-V/def2-TZVPD.

Cartesian coordinates (Å):
Rb (0.13, -0.08, 0.33)
Br (0.29, -2.43, 4.75)
P (-1.70, 2.20, -2.05)
P (-3.11, -0.53, -1.79)
O (-4.53, -1.07, -2.29)
O (-2.38, 2.44, -0.53)
O (-3.34, -0.04, -0.30)
O (-0.38, 1.56, -1.84)
O (2.52, -0.01, 1.77)
O (-4.15, 1.58, -2.89)
O (0.72, 0.07, 3.11)
O (0.26, -2.92, 0.81)
O (-2.07, -1.56, -1.91)
O (-1.99, 3.44, -2.82)
N (1.26, 3.00, 0.55)
N (-0.62, -4.80, 1.71)
N (-1.53, -3.86, -0.22)
N (4.69, 6.67, 1.44)
N (3.65, 7.48, -0.35)
C (5.24, 7.89, 1.12)
C (4.59, 8.42, -0.01)
C (2.68, -1.04, 3.89)
C (-2.63, -4.79, -0.25)
C (2.90, 5.27, 0.53)
C (1.85, 5.13, -0.38)
C (4.93, 9.65, -0.56)
C (2.28, 3.13, 1.40)
C (-2.85, 0.95, -2.79)
C (6.26, 8.61, 1.73)
C (1.07, 3.98, -0.33)
C (-0.60, -3.79, 0.77)
C (1.89, -0.26, 2.83)
C (3.11, 4.23, 1.43)
C (3.76, 6.45, 0.56)
C (4.84, -1.44, 4.92)
C (5.95, 10.35, 0.07)
C (-2.33, 0.56, -4.17)
C (6.61, 9.83, 1.19)
C (2.14, -1.98, 4.76)
C (2.92, -2.65, 5.69)
C (4.28, -2.38, 5.77)
C (4.05, -0.80, 3.99)
H (3.92, 4.29, 2.15)
H (-3.19, -4.62, -1.16)
H (-2.22, 1.46, -4.78)
H (6.77, 8.20, 2.60)
H (-1.37, 0.07, -4.08)
H (-2.27, -5.82, -0.25)
H (3.01, 7.52, -1.12)
H (-3.31, -4.66, 0.59)
H (5.90, -1.23, 4.97)
H (-3.94, 2.51, -3.11)
H (-0.07, -4.57, 2.52)
H (-1.50, -5.24, 1.91)
H (2.42, 2.29, 2.08)
H (-5.13, -0.32, -2.44)
H (0.26, 3.85, -1.03)
H (-2.83, 3.29, -0.57)
H (-1.59, -3.04, -0.81)
H (-3.04, -0.11, -4.66)
H (6.26, 11.31, -0.32)
H (-3.19, 0.92, -0.16)
H (4.88, -2.90, 6.50)
H (4.47, -0.10, 3.28)
H (4.43, 10.05, -1.43)
H (2.47, -3.39, 6.35)
H (7.40, 10.41, 1.65)
H (1.61, 5.88, -1.12)

Computed properties:
charge: -1
energy relative to the best compared isomer or geometry (same formula, charge and spin): 28.1 kJ/mol
frontier orbital gap: 8.01 eV
calculated total energy: -141486.722 eV
HOMO level: -5.831 eV
LUMO level: 2.18 eV
strongest force on any atom: 0.39 eV Å⁻¹


3.
The ion C15H22NO with charge +1, computed with wB97M-V/def2-TZVPD.

Cartesian coordinates (Å):
O (-1.66, 0.74, 0.70)
N (0.08, -1.14, 0.82)
C (-3.25, 4.35, -0.59)
C (1.22, -2.26, -1.18)
C (-1.23, 4.74, -1.84)
C (-2.72, 3.17, -0.11)
C (0.96, -3.36, 1.78)
C (-0.07, -1.86, -0.47)
C (0.51, 1.11, -0.19)
C (-1.43, 2.76, -0.48)
C (-2.50, 5.14, -1.46)
C (-0.69, 3.56, -1.36)
C (0.30, -2.00, 2.02)
C (2.23, -3.33, 0.93)
C (1.94, -3.47, -0.56)
C (-0.94, 1.50, 0.06)
C (1.01, 0.03, 0.77)
H (-0.65, -1.21, -1.13)
H (-0.84, -0.61, 0.95)
H (1.91, -1.42, -1.24)
H (2.87, -3.61, -1.10)
H (-3.29, 2.54, 0.56)
H (1.33, -4.36, -0.72)
H (0.95, -2.52, -2.20)
H (0.90, -1.44, 2.73)
H (-0.65, 5.35, -2.52)
H (0.25, -4.06, 1.33)
H (0.60, 0.79, -1.23)
H (2.02, -0.29, 0.51)
H (0.30, 3.27, -1.68)
H (1.15, 1.99, -0.07)
H (-0.68, -2.18, 2.48)
H (-2.91, 6.06, -1.84)
H (2.80, -2.42, 1.13)
H (1.19, -3.75, 2.77)
H (-0.68, -2.75, -0.28)
H (1.03, 0.46, 1.78)
H (2.86, -4.17, 1.22)
H (-4.24, 4.65, -0.30)

Computed properties:
charge: +1
SMILES string: O=C(CC[NH+]1CCCCCC1)c1ccccc1
energy relative to the best compared isomer or geometry (same formula, charge and spin): 0.0 kJ/mol
frontier orbital gap: 9.28 eV
calculated total energy: -19444.030 eV
HOMO level: -12.596 eV
LUMO level: -3.31 eV
strongest force on any atom: 0.83 eV Å⁻¹


4.
A structure of composition CBr2F3N, computed with wB97M-V/def2-TZVPD.

Cartesian coordinates (Å):
Br (-1.94, -1.35, -0.44)
Br (-1.73, 1.63, 0.32)
F (1.01, -0.52, -1.29)
F (1.34, 1.19, 0.02)
F (1.54, -0.83, 0.81)
N (-1.19, -0.08, 0.64)
C (0.96, -0.05, -0.07)

Computed properties:
charge: 0
energy relative to the best compared isomer or geometry (same formula, charge and spin): 0.0 kJ/mol
frontier orbital gap (spin up / spin down): 8.05 / 8.48 eV
calculated total energy: -150760.360 eV
HOMO level (spin up / spin down): -9.143 / -9.288 eV
LUMO level (spin up / spin down): -1.09 / -0.81 eV
strongest force on any atom: 3.57 eV Å⁻¹


5.
The ion C4H4O5 with charge +2, computed with wB97M-V/def2-TZVPD.

Cartesian coordinates (Å):
O (2.35, -2.10, -3.30)
O (1.20, -1.30, -1.44)
O (-1.71, -0.37, 2.15)
O (-0.45, 0.93, 0.73)
O (-1.59, 1.90, 2.32)
C (0.73, 0.04, -1.06)
C (1.79, -1.67, -2.43)
C (0.06, -0.10, 0.25)
C (-1.46, 0.73, 1.83)
H (0.02, 0.38, -1.83)
H (-2.17, 1.92, 3.10)
H (1.59, 0.72, -1.00)
H (-0.37, -1.07, 0.68)

Computed properties:
charge: +2
energy relative to the best compared isomer or geometry (same formula, charge and spin): 0.0 kJ/mol
frontier orbital gap: 10.02 eV
calculated total energy: -14427.750 eV
HOMO level: -21.238 eV
LUMO level: -11.22 eV
strongest force on any atom: 3.05 eV Å⁻¹


6.
A structure of composition C14H33MgN4O7S4, computed with wB97M-V/def2-TZVPD.

Cartesian coordinates (Å):
S (1.44, -4.01, -1.19)
S (0.05, 1.28, 2.74)
S (-2.67, -2.39, 1.55)
S (3.77, -0.75, 0.74)
Mg (0.47, -1.53, 0.91)
O (1.07, 1.26, -1.28)
O (1.02, -3.23, 0.00)
O (-1.24, -2.31, 1.12)
O (-0.73, 0.72, -2.44)
O (-0.12, -0.56, -0.76)
O (-0.04, 0.01, 1.93)
O (2.30, -1.00, 0.82)
N (-3.81, 3.32, -0.55)
N (0.08, 0.49, -1.51)
N (-0.41, 5.47, 0.14)
N (-2.19, 2.52, -5.13)
C (4.27, 0.30, 2.10)
C (-1.11, 4.16, -1.96)
C (-1.53, 2.06, 2.57)
C (-0.71, 4.89, -0.78)
C (-2.70, -1.84, 3.26)
C (-3.93, 1.15, -1.90)
C (-3.85, 2.36, -1.13)
C (-1.07, 2.68, -4.99)
C (2.48, -2.94, -2.19)
C (0.36, 2.87, -4.79)
C (-0.05, 0.84, 4.46)
C (3.95, 0.46, -0.57)
C (-3.06, -4.12, 1.89)
C (2.68, -5.19, -0.64)
H (-3.17, 1.15, -2.69)
H (-2.41, -4.47, 2.69)
H (2.70, -3.42, -3.13)
H (-3.69, 0.27, -1.30)
H (3.10, -4.86, 0.31)
H (-2.15, 4.38, -2.15)
H (3.41, 0.70, 2.64)
H (-0.98, 0.38, 4.78)
H (0.63, 3.88, -5.11)
H (3.31, 0.24, -1.41)
H (-2.02, -1.00, 3.34)
H (0.76, 0.15, 4.70)
H (-2.31, 1.34, 2.78)
H (-0.57, 4.48, -2.85)
H (-3.72, -1.55, 3.53)
H (-2.94, -4.69, 0.98)
H (3.48, -5.31, -1.37)
H (-4.92, 1.03, -2.32)
H (-0.98, 3.09, -1.83)
H (-1.54, 2.96, 3.20)
H (4.89, 1.13, 1.79)
H (-4.07, -4.09, 2.30)
H (3.68, 1.44, -0.18)
H (0.85, 2.18, -5.48)
H (3.40, -2.67, -1.68)
H (-2.37, -2.62, 3.95)
H (1.85, -2.06, -2.35)
H (5.01, 0.56, -0.83)
H (0.62, 2.67, -3.76)
H (-1.63, 2.49, 1.58)
H (4.80, -0.34, 2.81)
H (0.11, 1.73, 5.06)
H (2.16, -6.13, -0.46)

Computed properties:
charge: +1
energy relative to the best compared isomer or geometry (same formula, charge and spin): 57.3 kJ/mol
frontier orbital gap: 9.40 eV
calculated total energy: -84123.516 eV
HOMO level: -11.775 eV
LUMO level: -2.38 eV
strongest force on any atom: 4.11 eV Å⁻¹


7.
The ion C6H9N2 with charge +1, computed with wB97M-V/def2-TZVPD.

Cartesian coordinates (Å):
N (1.11, -0.55, -0.13)
N (-1.18, -0.38, 1.37)
C (1.28, -1.82, -0.28)
C (-1.52, -0.04, 0.20)
C (-2.68, 0.01, -0.69)
C (0.83, 1.46, 0.65)
C (-0.01, 0.21, 0.24)
C (2.04, 0.59, 0.15)
H (2.54, 0.90, -0.65)
H (0.44, -2.57, -0.03)
H (-2.70, 0.83, -1.42)
H (-3.50, 0.30, -0.19)
H (0.72, 1.57, 1.63)
H (-2.72, -0.93, -1.09)
H (0.43, 2.40, 0.05)
H (2.77, 0.16, 0.84)
H (2.17, -2.15, -0.64)

Computed properties:
charge: +1
SMILES string: C=[N+]1CC[C@]12N=C2C
energy relative to the best compared isomer or geometry (same formula, charge and spin): 530.2 kJ/mol
frontier orbital gap: 8.76 eV
calculated total energy: -9336.758 eV
HOMO level: -13.935 eV
LUMO level: -5.18 eV
strongest force on any atom: 5.80 eV Å⁻¹